# 1
Formula: CH4NO
Source: the Open Molecules 2025 dataset
Level of theory: ωB97M-V/def2-TZVPD

Summary:
HOMO-LUMO gap: 7.50 eV
spin multiplicity: 1
charge: -1
E_HOMO: -2.56 eV

XYZ file:
```
7
Properties=species:S:1:pos:R:3:lowdin_charge:R:1
O 0.438 -1.449 0.961 -0.61
H 0.903 -1.785 1.735 -0.21
C -0.412 0.418 -0.791 -0.22
N -0.258 1.488 -0.114 -0.03
H -0.952 0.543 -1.755 0.03
H 0.347 -0.354 -0.874 0.03
H -0.065 1.139 0.838 0.02
```

=====

# 2
Formula: C5H10BrP
Source: the Open Molecules 2025 dataset
Level of theory: ωB97M-V/def2-TZVPD

Summary:
HOMO-LUMO gap: 9.67 eV
spin multiplicity: 1
SMILES string: C#CCC.CPBr
E_HOMO: -9.36 eV

XYZ file:
```
17
Properties=species:S:1:pos:R:3:lowdin_charge:R:1
C -0.270 -1.505 2.418 0.08
C -1.058 -1.321 1.573 -0.21
C -1.977 -1.322 0.438 -0.29
C -2.965 -0.166 0.436 -0.13
H 0.356 -1.498 3.326 0.05
H -1.308 -1.119 -0.490 0.13
H -2.307 -2.396 0.455 0.12
H -3.368 0.174 1.400 0.07
H -3.859 -0.462 -0.221 0.09
H -2.424 0.669 -0.110 0.08
C 2.139 1.523 -1.854 -0.46
P 3.160 0.233 -1.023 0.40
Br 3.738 0.746 1.118 0.08
H 2.375 1.571 -2.904 0.01
H 2.445 2.495 -1.352 0.04
H 1.024 1.345 -1.796 0.03
H 4.299 1.032 -1.413 -0.11
```

=====

# 3
Formula: C30H45ClF2N8O8
Source: the Open Molecules 2025 dataset
Level of theory: ωB97M-V/def2-TZVPD

Summary:
HOMO-LUMO gap: 8.22 eV
spin multiplicity: 1
SMILES string: CCNc1nc2c(Cl)c(C(=O)NC(=O)F)c(C(=O)NC(=O)F)c(CCCO)c2nc1CC(C)C.CN(C)C=O.CN(C)C=O.CN(C)C=O
E_HOMO: -8.76 eV

XYZ file:
```
94
Properties=species:S:1:pos:R:3:lowdin_charge:R:1
C 2.588 -1.338 -2.666 -0.09
C 3.509 -0.179 -2.185 -0.22
N 2.926 1.177 -2.231 0.02
C 1.527 1.214 -2.058 -0.26
N 1.083 1.203 -0.826 0.21
C -0.271 1.277 -0.716 -0.19
C -0.829 1.291 0.602 -0.46
Cl 0.216 1.183 2.014 0.77
C -2.174 1.397 0.836 -0.11
C -2.726 1.412 2.256 -0.41
O -2.715 0.390 2.886 0.14
N -3.281 2.592 2.885 0.17
C -2.593 3.801 2.534 -0.49
O -2.709 4.342 1.481 0.18
F -1.777 4.259 3.491 0.13
C -3.033 1.459 -0.333 -0.04
C -4.531 1.582 -0.061 -0.35
O -4.975 2.660 0.224 0.17
N -5.471 0.454 -0.105 0.16
C -5.017 -0.573 0.790 -0.49
O -5.477 -0.704 1.876 0.19
F -4.007 -1.367 0.354 0.11
C -2.525 1.415 -1.606 -0.08
C -3.523 1.455 -2.764 -0.13
C -3.704 2.870 -3.386 -0.14
C -5.057 2.853 -4.164 -0.27
O -5.146 3.865 -5.146 -0.06
C -1.106 1.337 -1.842 -0.13
N -0.692 1.341 -3.145 0.21
C 0.619 1.299 -3.203 -0.18
C 1.234 1.328 -4.618 -0.11
C 1.365 2.766 -5.203 -0.40
C 0.201 3.720 -4.810 -0.08
C 2.689 3.484 -4.835 -0.09
H 2.027 -1.791 -1.830 0.08
H 1.939 -1.093 -3.517 0.06
H 3.260 -2.146 -3.019 0.07
H 3.906 -0.447 -1.192 0.11
H 4.387 -0.171 -2.859 0.11
H 3.224 1.710 -3.033 0.07
H -4.277 2.691 2.708 0.14
H -5.604 0.104 -1.053 0.11
H -4.521 1.075 -2.472 0.10
H -3.174 0.752 -3.542 0.12
H -3.651 3.687 -2.652 0.13
H -2.908 2.975 -4.150 0.10
H -5.917 2.879 -3.472 0.13
H -5.100 1.847 -4.639 0.12
H -4.271 4.035 -5.509 0.08
H 2.199 0.794 -4.625 0.10
H 0.538 0.774 -5.271 0.12
H 1.349 2.686 -6.308 0.13
H 0.204 3.894 -3.722 0.08
H -0.776 3.381 -5.188 0.07
H 0.392 4.700 -5.284 0.08
H 2.734 3.561 -3.727 0.08
H 2.726 4.523 -5.198 0.08
H 3.578 2.927 -5.175 0.08
C 4.006 -0.799 6.011 -0.06
N 3.263 -0.858 4.764 -0.19
C 1.894 -1.342 4.783 -0.03
C 3.802 -0.479 3.589 -0.36
O 3.229 -0.507 2.516 -0.01
H 4.071 -1.800 6.443 0.05
H 3.486 -0.136 6.707 0.09
H 5.013 -0.417 5.840 0.08
H 1.808 -2.216 4.137 0.09
H 1.228 -0.565 4.403 0.07
H 1.604 -1.608 5.797 0.09
H 4.844 -0.129 3.684 0.13
C 7.579 -3.672 9.279 -0.06
N 6.624 -3.595 8.191 -0.20
C 7.113 -3.544 6.823 -0.03
C 5.294 -3.568 8.406 -0.34
O 4.448 -3.503 7.535 -0.01
H 8.232 -2.797 9.252 0.09
H 8.183 -4.576 9.168 0.09
H 7.067 -3.703 10.238 0.08
H 6.767 -2.625 6.347 0.08
H 6.718 -4.393 6.264 0.10
H 8.200 -3.573 6.812 0.09
H 5.027 -3.611 9.475 0.14
C -4.506 -4.233 -1.896 -0.05
N -4.760 -3.580 -3.166 -0.20
C -4.421 -4.266 -4.400 -0.04
C -5.301 -2.349 -3.232 -0.36
O -5.541 -1.739 -4.256 0.01
H -3.438 -4.446 -1.808 0.09
H -5.067 -5.169 -1.849 0.09
H -4.811 -3.593 -1.070 0.07
H -3.701 -3.670 -4.962 0.09
H -5.320 -4.386 -5.007 0.09
H -3.996 -5.243 -4.181 0.09
H -5.518 -1.922 -2.236 0.12
```

=====

# 4
Formula: C25H72N4O11
Source: the Open Molecules 2025 dataset
Level of theory: ωB97M-V/def2-TZVPD

Summary:
HOMO-LUMO gap: 8.78 eV
spin multiplicity: 1
SMILES string: NC(N)=O.NC(N)=O.CC(C)O.CC(C)O.CC(C)O.CC(C)O.CC(C)O.CC(C)O.CC(C)O.CO.CO
E_HOMO: -8.69 eV

XYZ file:
```
112
Properties=species:S:1:pos:R:3:lowdin_charge:R:1
N -1.901 -3.088 1.528 0.11
C -1.701 -2.452 2.641 -0.59
N -1.959 -1.180 2.510 0.21
O -1.432 -3.044 3.893 -0.14
H -2.250 -4.075 1.804 0.18
H -2.286 -2.589 0.693 0.09
H -1.689 -0.625 3.299 0.12
H -2.363 -0.850 1.651 0.08
N -0.348 -4.895 0.395 0.13
C 0.782 -4.624 -0.154 -0.68
N 1.476 -5.606 -0.540 0.16
O 1.055 -3.318 -0.463 -0.11
H -0.814 -4.038 0.791 0.04
H -0.645 -5.812 0.831 0.15
H 2.314 -5.344 -1.058 0.13
H 1.383 -6.642 -0.576 0.15
C 3.540 1.207 -0.427 -0.04
C 3.530 0.758 -1.837 -0.63
C 3.752 -0.694 -1.785 -0.04
O 2.468 0.950 -2.457 0.00
H 3.822 2.216 -0.333 0.06
H 4.311 0.712 0.087 0.07
H 2.525 1.088 0.024 0.11
H 4.373 1.295 -2.402 0.18
H 3.141 -1.239 -1.049 0.07
H 4.745 -1.001 -1.472 0.09
H 3.694 -1.151 -2.782 0.09
H 1.991 1.669 -2.111 0.06
C 2.209 3.177 2.695 -0.02
C 1.382 2.059 3.318 -0.66
C 1.986 1.383 4.534 -0.04
O 0.303 2.449 3.756 0.01
H 1.889 4.226 2.988 0.11
H 2.128 3.082 1.662 0.01
H 3.289 3.073 2.982 0.09
H 1.278 1.316 2.488 0.13
H 1.404 0.536 4.831 0.07
H 2.190 1.974 5.438 0.09
H 3.019 1.011 4.270 0.08
H -0.428 2.301 3.153 0.06
C 1.362 -1.904 3.001 -0.02
C 2.888 -1.919 2.979 -0.63
C 3.357 -1.085 1.885 -0.08
O 3.458 -1.496 4.041 0.01
H 0.978 -2.359 2.131 0.05
H 1.063 -0.864 2.858 0.06
H 0.981 -2.185 3.921 0.06
H 3.257 -2.945 2.749 0.15
H 3.194 -0.036 2.039 0.06
H 2.784 -1.326 0.954 0.08
H 4.460 -1.176 1.788 0.11
H 4.237 -2.076 4.126 0.13
C 0.081 4.130 -0.644 -0.02
C 0.659 3.983 -2.000 -0.65
C 2.165 4.292 -1.947 -0.01
O 0.495 2.868 -2.483 0.02
H -0.215 5.179 -0.421 0.11
H 0.751 3.887 0.189 0.08
H -0.674 3.411 -0.569 0.05
H 0.203 4.666 -2.725 0.15
H 2.485 5.192 -1.413 0.09
H 2.562 4.438 -2.911 0.06
H 2.717 3.417 -1.529 0.07
H 0.263 3.021 -3.417 0.16
C -2.485 -3.039 -1.918 0.00
C -3.632 -2.359 -1.124 -0.59
C -4.498 -3.415 -0.453 -0.01
O -3.279 -1.438 -0.304 -0.06
H -2.057 -3.865 -1.216 0.10
H -1.731 -2.363 -2.267 0.04
H -3.003 -3.604 -2.690 0.08
H -4.262 -1.767 -1.791 0.14
H -4.954 -4.140 -1.047 0.07
H -5.324 -2.984 0.021 0.07
H -3.864 -3.873 0.240 0.05
H -3.075 -0.666 -0.876 0.08
C -3.693 1.482 2.451 -0.01
C -2.580 2.310 1.717 -0.57
C -2.250 3.644 2.329 -0.02
O -1.503 1.674 1.852 -0.05
H -4.068 0.675 1.845 0.05
H -4.543 2.125 2.685 0.08
H -3.307 1.153 3.392 0.07
H -2.682 2.293 0.621 0.13
H -1.564 4.203 1.719 0.07
H -2.112 3.722 3.405 0.10
H -3.204 4.153 2.231 0.08
H -1.229 1.322 1.031 0.03
C 0.045 -0.890 -5.947 -0.04
C 0.677 -0.139 -4.812 -0.67
C -0.289 -0.136 -3.635 -0.04
O 1.799 -0.552 -4.470 0.03
H 0.636 -0.694 -6.840 0.08
H -1.040 -0.635 -6.105 0.10
H 0.089 -1.971 -5.788 0.09
H 0.726 0.947 -5.049 0.14
H 0.192 0.253 -2.797 0.02
H -0.508 -1.180 -3.274 0.10
H -1.227 0.351 -3.832 0.07
H 2.048 -0.095 -3.615 0.08
C 0.131 -0.437 -0.293 -0.12
O -0.513 0.799 -0.337 -0.10
H 0.994 -0.500 -0.979 0.08
H -0.549 -1.240 -0.420 0.05
H 0.495 -0.612 0.733 0.08
H -0.869 0.913 -1.168 0.00
C -4.189 1.379 -1.214 -0.09
O -2.879 1.020 -1.719 -0.13
H -4.427 0.850 -0.304 0.06
H -4.942 1.065 -1.908 0.09
H -4.243 2.451 -0.994 0.10
H -2.930 0.486 -2.499 0.06
```

=====

# 5
Formula: C22H27F6N4
Source: the Open Molecules 2025 dataset
Level of theory: ωB97M-V/def2-TZVPD

Summary:
HOMO-LUMO gap: 7.48 eV
spin multiplicity: 1
charge: +1
SMILES string: C=N[N+](C)(C)C(c1ccc(N(C)CC(F)(F)F)cc1)c1ccc(N(C)CC(F)(F)F)cc1
E_HOMO: -10.27 eV

XYZ file:
```
59
Properties=species:S:1:pos:R:3:lowdin_charge:R:1
C -4.048 0.073 0.402 0.06
N -3.343 -0.472 -0.513 0.00
N -2.371 0.171 -1.425 -0.22
C -2.550 1.653 -1.213 0.00
C -2.884 -0.180 -2.821 0.06
C -0.997 -0.400 -1.242 -0.16
C 0.035 0.723 -1.270 -0.21
C 0.174 1.477 -2.456 -0.05
C 1.024 2.569 -2.519 0.00
C 1.844 2.889 -1.410 -0.22
N 2.594 4.024 -1.402 -0.14
C 3.695 4.189 -0.489 -0.05
C 2.285 5.168 -2.246 -0.04
C 1.207 5.976 -1.584 -0.52
F 0.789 7.055 -2.298 0.14
F 0.101 5.186 -1.336 0.10
F 1.639 6.414 -0.352 0.12
C 1.819 2.041 -0.281 0.02
C 0.859 1.043 -0.185 -0.03
C -0.797 -1.507 -0.187 -0.15
C -1.799 -2.352 0.324 -0.06
C -1.552 -3.235 1.362 -0.01
C -0.229 -3.552 1.759 -0.21
N 0.002 -4.441 2.771 -0.14
C -1.093 -4.995 3.534 -0.05
C 1.254 -5.174 2.941 -0.04
C 2.197 -4.543 3.929 -0.52
F 2.920 -5.466 4.635 0.12
F 3.101 -3.716 3.295 0.09
F 1.537 -3.765 4.848 0.12
C 0.816 -2.864 1.085 0.01
C 0.523 -1.888 0.145 -0.05
H -4.644 -0.605 1.041 0.11
H -4.137 1.158 0.618 0.10
H -1.927 2.219 -1.907 0.10
H -3.606 1.858 -1.433 0.11
H -2.314 1.907 -0.175 0.12
H -3.322 0.722 -3.256 0.11
H -2.055 -0.543 -3.431 0.10
H -3.641 -0.962 -2.699 0.11
H -0.769 -0.962 -2.171 0.15
H -0.433 1.265 -3.336 0.12
H 1.081 3.171 -3.424 0.11
H 4.251 3.245 -0.402 0.10
H 4.359 4.963 -0.893 0.10
H 3.364 4.487 0.521 0.10
H 3.185 5.788 -2.311 0.15
H 1.923 4.857 -3.230 0.13
H 2.524 2.214 0.533 0.11
H 0.775 0.500 0.757 0.12
H -2.829 -2.336 -0.030 0.10
H -2.403 -3.726 1.837 0.10
H -1.902 -4.266 3.635 0.09
H -1.490 -5.908 3.065 0.11
H -0.738 -5.255 4.536 0.10
H 0.994 -6.148 3.372 0.14
H 1.792 -5.276 1.993 0.15
H 1.854 -3.082 1.336 0.10
H 1.355 -1.387 -0.347 0.12
```

=====

# 6
Formula: C4H19NO8
Source: the Open Molecules 2025 dataset
Level of theory: ωB97M-V/def2-TZVPD

Summary:
HOMO-LUMO gap: 9.02 eV
spin multiplicity: 1
SMILES string: N[C@H](CCO)C(=O)O.O.O.O.O.O
E_HOMO: -8.91 eV

XYZ file:
```
32
Properties=species:S:1:pos:R:3:lowdin_charge:R:1
N -0.747 0.665 -1.740 0.07
C -0.854 0.450 -0.211 -0.24
C -2.209 -0.274 -0.251 -0.12
C -1.833 -1.725 -0.910 -0.17
O -1.436 -2.569 0.208 -0.13
C -0.892 1.758 0.562 -0.50
O -0.051 2.538 0.910 0.11
O -2.052 1.686 1.179 0.08
H -0.844 1.671 -1.906 0.08
H 0.017 0.266 -2.078 -0.02
H -0.015 -0.245 0.029 0.14
H -2.548 -0.465 0.845 0.14
H -2.955 0.159 -0.946 0.12
H -2.652 -2.291 -1.306 0.10
H -1.016 -1.699 -1.585 0.09
H -0.748 -2.036 0.616 0.02
H -2.119 2.192 2.026 0.16
O 0.787 3.308 -1.286 -0.11
H 1.381 2.487 -1.232 0.03
H 1.042 3.875 -0.568 0.02
O 0.743 -1.126 2.659 0.02
H 1.153 -1.295 1.942 -0.12
H -0.023 -0.462 2.588 0.10
O 2.285 0.887 -1.690 -0.11
H 2.624 0.283 -0.854 0.06
H 3.003 0.893 -2.285 0.01
O 3.255 -0.858 -0.072 0.03
H 2.730 -1.698 -0.078 0.10
H 3.998 -1.042 0.364 0.01
O 0.947 -3.665 0.595 0.01
H 0.760 -4.010 1.396 -0.01
H 0.337 -4.101 0.040 0.03
```